Here is a 2-piece molecular cluster, C24H57BClN2O6P2 overall from the OMol25 dataset. Energies are from ωB97M-V with the def2-TZVPD basis set.

Structure (XYZ):
```
93
Properties=species:S:1:pos:R:3:forces:R:3:mulliken_charge:R:1
C 0.463 -8.270 0.304 -0.21 -0.05 -0.01 -1.545
C 0.695 -6.775 0.289 0.09 -0.16 0.45 0.085
C 2.047 -6.390 -0.311 -1.22 0.41 0.25 -0.873
C 2.346 -4.908 -0.025 0.78 -0.82 -0.29 -0.401
N 2.633 -4.077 -1.208 -0.52 0.43 0.29 -0.446
P 1.505 -2.900 -1.656 0.63 0.42 -1.03 0.881
Cl 0.241 -4.528 -2.402 -0.44 -0.43 -0.04 -0.346
C 0.080 -2.397 -0.595 -0.23 -0.52 -0.02 -0.484
C -1.229 -2.080 -1.341 -0.44 0.92 0.69 -0.298
P -2.649 -2.985 -0.652 0.54 -0.74 -0.74 0.772
O -2.702 -4.363 -1.099 -0.28 -1.02 -0.16 -0.744
O -2.414 -2.881 0.926 -0.34 0.31 -0.28 -0.132
C -3.033 -3.941 1.700 -0.14 0.23 0.84 -0.350
C -4.546 -3.874 1.693 0.31 -0.13 -0.21 -1.112
O -4.007 -2.246 -1.080 0.78 0.89 0.36 -0.449
C -4.031 -0.807 -1.134 -0.63 -0.07 0.29 -0.541
C -3.695 -0.106 0.176 -0.20 0.17 -0.52 -0.338
C 1.637 -2.244 -3.380 0.56 0.15 0.34 -0.925
B 1.095 -0.781 -3.536 -0.43 0.12 -0.59 0.783
O -0.087 -0.622 -4.246 -0.55 -0.39 0.81 -0.551
O 1.729 0.359 -3.068 -0.31 0.01 0.92 -0.624
O 2.478 -1.579 -1.165 -0.36 -0.21 0.34 -0.484
C 2.912 -1.549 0.181 0.59 0.37 -0.04 -0.104
C 2.979 -0.105 0.666 -0.44 0.10 -0.52 -1.289
C 1.781 0.350 1.481 0.35 0.48 0.54 0.608
C 1.537 -0.468 2.753 0.00 -0.35 -0.96 -1.388
H -0.470 -8.528 0.795 -0.21 0.02 0.07 0.386
H 1.252 -8.767 0.855 0.26 -0.21 0.04 0.365
H 0.417 -8.683 -0.697 0.09 -0.11 -0.25 0.354
H -0.119 -6.261 -0.211 -0.09 0.15 -0.23 0.053
H 0.677 -6.441 1.328 -0.01 0.15 0.22 0.320
H 2.780 -7.039 0.153 0.45 -0.09 -0.22 0.409
H 1.966 -6.541 -1.379 0.44 -0.15 -0.27 0.404
H 1.552 -4.509 0.594 -0.32 0.29 -0.05 0.006
H 3.231 -4.872 0.602 0.20 0.17 0.16 0.448
H 3.582 -3.737 -1.246 -0.07 0.19 0.23 0.374
H -0.124 -3.234 0.062 0.15 -0.32 0.14 0.435
H 0.314 -1.564 0.052 0.31 0.20 0.02 -0.192
H -1.444 -1.024 -1.171 0.11 0.28 -0.10 -0.126
H -1.209 -2.213 -2.414 -0.02 -0.40 -0.20 0.744
H -2.687 -3.778 2.712 0.27 0.19 0.17 0.429
H -2.672 -4.912 1.392 0.15 -0.11 -0.39 0.309
H -4.941 -4.439 0.862 -0.25 -0.05 -0.26 0.322
H -4.870 -2.845 1.613 -0.17 0.24 0.05 0.165
H -4.929 -4.285 2.619 -0.14 -0.15 0.17 0.438
H -5.050 -0.546 -1.388 -0.27 -0.19 -0.17 0.463
H -3.413 -0.453 -1.953 0.21 -0.02 -0.16 0.228
H -2.645 0.143 0.235 0.34 -0.10 0.33 -0.148
H -4.262 0.818 0.199 -0.03 0.30 0.05 0.438
H -4.007 -0.690 1.028 0.07 -0.21 0.24 0.141
H 1.191 -2.942 -4.062 -0.29 -0.09 -0.22 0.564
H 2.708 -2.231 -3.570 0.29 0.01 0.15 0.252
H -0.745 -0.097 -3.767 0.28 0.23 -0.61 0.262
H 1.169 0.787 -2.398 0.45 0.03 -0.49 0.134
H 2.295 -2.143 0.854 -0.18 -0.18 -0.02 0.191
H 3.918 -1.959 0.235 0.17 -0.28 0.00 0.374
H 3.014 0.507 -0.232 0.19 0.11 -0.27 0.293
H 3.905 0.094 1.189 0.17 -0.11 0.39 0.416
H 0.899 0.407 0.847 -0.31 -0.16 -0.08 -0.137
H 1.982 1.377 1.788 0.01 0.27 -0.03 0.231
H 1.173 0.136 3.568 -0.11 0.07 0.31 0.429
H 2.458 -0.973 3.019 0.22 0.06 0.40 0.330
H 0.828 -1.259 2.535 -0.29 -0.17 0.21 0.217
C -0.449 8.894 0.599 0.01 -0.08 0.10 -1.205
C 0.899 8.205 0.845 -0.24 0.14 -0.08 -0.402
C 1.205 6.999 -0.039 0.07 0.17 0.17 -0.566
N 0.684 5.650 0.422 0.19 0.04 -0.17 0.233
C 0.902 4.697 -0.736 -0.07 -0.19 -0.10 -1.152
C 0.244 3.345 -0.537 -0.10 -0.13 0.12 0.601
C -1.243 3.498 -0.251 0.03 -0.05 0.02 -0.451
C -1.430 4.375 0.976 0.00 -0.10 -0.07 -0.972
C -0.775 5.734 0.786 -0.15 -0.19 0.06 -0.793
C 1.493 5.198 1.592 -0.12 -0.05 0.01 -0.860
H -1.277 8.405 1.109 -0.03 -0.02 -0.04 0.301
H -0.416 9.916 0.972 0.02 0.01 -0.01 0.388
H -0.684 8.939 -0.466 0.02 0.03 -0.01 0.314
H 1.016 7.969 1.905 0.08 0.00 0.00 0.213
H 1.676 8.936 0.617 0.11 -0.10 0.02 0.412
H 2.283 6.866 -0.125 0.00 -0.05 -0.05 0.446
H 0.808 7.163 -1.040 -0.07 -0.02 0.00 0.450
H 0.488 5.181 -1.620 -0.02 0.05 0.02 0.337
H 1.979 4.602 -0.864 0.02 0.09 -0.03 0.456
H 0.390 2.754 -1.442 0.15 0.13 -0.06 0.206
H 0.729 2.793 0.272 0.01 -0.02 -0.02 -0.228
H -1.702 2.522 -0.096 -0.01 0.00 0.02 0.071
H -1.742 3.950 -1.114 0.00 0.01 0.01 0.374
H -1.030 3.875 1.862 -0.01 0.00 0.00 0.330
H -2.491 4.535 1.169 0.02 0.13 0.05 0.432
H -0.837 6.311 1.705 0.02 0.16 -0.08 0.491
H -1.264 6.278 -0.022 0.02 0.06 0.00 0.503
H 1.365 5.908 2.403 0.03 0.00 0.02 0.348
H 2.536 5.150 1.291 0.02 0.00 0.02 0.364
H 1.155 4.217 1.908 0.02 0.00 0.03 0.331
```
Forces are in eV/Å.

## Properties
E ... -72853.66927 eV
Charge ... +1
HOMO energy ... -0.3891 Ha


Here is a 2-piece molecular cluster, H4O2 overall from the OMol25 dataset. Energies are from ωB97M-V with the def2-TZVPD basis set.

Structure (XYZ):
```
6
Properties=species:S:1:pos:R:3:forces:R:3:mulliken_charge:R:1
O -0.695 -1.295 1.168 2.18 0.04 -0.94 -0.630
H 0.234 -1.575 0.913 -1.55 -0.06 0.77 0.330
H -0.738 -0.525 0.583 -0.73 -0.14 0.14 0.301
O 0.111 1.229 -1.172 -1.31 -0.16 0.77 -0.604
H 1.035 1.143 -1.260 1.93 -0.01 -0.85 0.317
H 0.053 1.023 -0.233 -0.52 0.33 0.11 0.285
```
Forces are in eV/Å.

## Properties
E ... -4159.51586 eV
Relative energy (zero: lowest compared OMol25 entry of this formula, charge and spin) ... 40.82 kJ/mol
Charge ... 0
HOMO energy ... -0.4353 Ha
Structure (SMILES) ... O.O


Here is one molecule with the formula C25H23F2NO2 from the OMol25 dataset. Energies are from ωB97M-V with the def2-TZVPD basis set.

Structure (XYZ):
```
53
Properties=species:S:1:pos:R:3:forces:R:3:mulliken_charge:R:1
C -4.575 -1.294 6.808 -0.41 0.22 0.03 -1.170
C -3.473 -2.292 6.625 0.28 0.40 0.23 -0.257
O -2.233 -1.522 6.434 -0.31 -1.03 -0.20 -0.103
C -1.267 -2.306 5.955 -0.13 -0.96 0.31 -0.816
O -1.396 -3.515 5.825 0.22 1.12 0.02 -0.656
C 0.028 -1.593 5.542 0.54 0.32 1.79 2.832
C 1.153 -2.562 5.867 0.42 -0.41 0.16 -2.472
N 0.108 -0.349 6.325 -0.37 0.42 0.57 -0.383
C 0.988 -0.095 7.215 0.26 -1.06 -0.74 -0.127
C 0.837 0.966 8.222 -0.16 0.88 0.38 0.285
C 1.915 1.431 9.015 -0.63 -0.04 -0.44 -0.446
C 1.735 2.518 9.875 -0.18 -0.04 -0.03 -0.539
C 0.475 3.121 9.998 -0.01 -0.24 -0.23 -0.375
C -0.614 2.606 9.279 0.34 -0.16 -0.03 -0.529
C -0.431 1.529 8.403 -0.01 0.45 0.24 -0.328
C -0.042 -1.356 4.050 0.27 0.15 -1.86 0.392
C -1.342 -0.750 3.521 -0.04 -0.06 -0.57 -0.418
C -2.516 -1.517 3.594 0.01 0.15 -0.20 -0.318
C -3.758 -0.970 3.287 0.24 0.33 -0.17 -0.944
C -3.791 0.353 2.842 -0.32 0.20 0.08 0.441
F -5.013 0.959 2.679 0.78 -0.43 -0.06 -0.354
C -2.635 1.070 2.546 -0.18 -0.47 0.06 -0.846
C -1.405 0.471 2.840 -0.22 0.06 0.35 -0.519
C 1.237 -0.667 3.576 -0.08 -0.22 0.28 -0.036
C 2.251 -1.501 3.093 0.10 0.29 -0.11 -0.294
C 3.501 -0.998 2.738 -0.36 0.49 0.16 -0.754
C 3.689 0.380 2.854 0.45 0.00 -0.20 0.390
F 4.922 0.891 2.521 -0.89 -0.26 0.15 -0.334
C 2.698 1.252 3.300 -0.05 -0.29 0.08 -1.110
C 1.477 0.706 3.719 0.33 -0.10 -0.09 -0.370
H -5.496 -1.832 7.049 0.03 0.08 0.02 0.424
H -4.362 -0.594 7.622 -0.01 -0.11 -0.14 0.295
H -4.752 -0.733 5.883 0.11 -0.02 0.23 0.196
H -3.335 -2.929 7.511 -0.04 0.10 -0.35 0.392
H -3.650 -2.921 5.744 0.16 0.11 0.33 0.336
H 0.973 -3.525 5.375 0.10 0.27 0.19 0.376
H 2.127 -2.171 5.548 -0.27 -0.06 0.16 0.555
H 1.173 -2.723 6.955 0.07 -0.12 -0.34 0.601
H 1.926 -0.670 7.313 -0.29 -0.06 -0.01 0.261
H 2.884 0.944 8.934 -0.08 0.15 -0.04 0.378
H 2.579 2.909 10.451 -0.29 -0.21 -0.21 0.360
H 0.346 3.989 10.655 0.04 -0.41 -0.26 0.350
H -1.604 3.050 9.393 0.28 -0.13 -0.02 0.378
H -1.265 1.110 7.838 0.23 0.18 0.09 0.484
H 0.001 -2.375 3.620 -0.07 0.33 0.18 0.666
H -2.447 -2.579 3.854 -0.10 0.48 0.10 0.584
H -4.667 -1.562 3.395 0.17 0.29 -0.10 0.507
H -2.679 2.065 2.103 -0.12 -0.35 0.11 0.453
H -0.487 0.972 2.533 -0.44 -0.04 0.25 0.689
H 2.057 -2.575 3.038 0.13 0.33 -0.10 0.372
H 4.284 -1.660 2.382 0.00 0.26 0.05 0.444
H 2.865 2.332 3.321 0.11 -0.47 0.11 0.409
H 0.717 1.354 4.170 0.39 -0.27 -0.22 0.647
```
Forces are in eV/Å.

## Properties
E ... -37317.93352 eV
Charge ... 0
HOMO energy ... -0.3277 Ha
Structure (SMILES) ... CCOC(=O)[C@](C)(/N=C/c1ccccc1)C(c1ccc(F)cc1)c1ccc(F)cc1


E of number 3 (C25H23F2NO2)?
-37317.93352 eV


Which of these has the highest charge?
C24H57BClN2O6P2